240
Properties=species:S:1:pos:R:3:forces:R:3 method="wB97M-V/def2-TZVPD" gap_ev=8.785 relative_energy_kcal_mol=384.0 total_charge=0 multiplicity=1 homo_ev=-8.8 largest_force_ha_per_bohr=0.0774
C -8.324578 2.105565 -2.959160 -0.392 0.934 -0.358
O -7.920363 2.518323 -4.041074 -0.286 -0.562 -0.087
N -7.798437 2.459434 -1.795068 0.574 0.731 2.456
C -8.165885 1.732398 -0.514124 0.050 0.151 -0.628
C -6.660115 3.436894 -1.731363 -0.145 -1.053 0.461
H -9.259934 1.550178 -2.789218 0.125 -0.516 -0.502
H -9.127042 1.224523 -0.593820 -0.012 0.068 -0.547
H -8.281933 2.338623 0.384271 0.223 0.746 -0.450
H -7.452742 0.958883 -0.229172 0.328 0.001 -0.394
H -6.446058 3.998159 -2.640899 -0.383 -0.757 -0.338
H -6.808299 4.221170 -0.989021 -0.402 -0.370 0.378
H -5.813440 2.819746 -1.430789 0.431 0.494 -0.062
C 2.116370 1.127182 -3.482981 0.146 -1.627 0.228
O 2.944153 0.204400 -3.546018 -1.304 1.400 -0.185
N 0.860620 1.108150 -4.037476 1.695 -1.189 0.677
C 0.036556 2.240813 -4.007060 -1.659 1.636 -0.397
C 0.451092 0.056732 -4.962581 0.282 -0.227 -0.133
H 2.272329 2.018882 -2.856292 0.080 0.033 -0.166
H 0.289770 3.102744 -3.389761 1.069 -0.434 0.132
H -0.966423 2.037160 -3.632037 -0.262 -0.469 -0.230
H -0.054291 2.602473 -5.031294 -0.315 0.355 -0.131
H 0.645633 -0.941752 -4.571057 0.179 0.280 -0.016
H -0.615852 0.117155 -5.177239 -0.006 0.240 0.226
H 0.986400 0.149885 -5.907504 0.077 0.025 -0.111
C -2.702640 -2.355039 -5.220379 -0.722 -0.977 1.563
O -2.496775 -2.703481 -4.042369 0.026 0.717 -1.711
N -3.938056 -2.070226 -5.707024 2.524 -0.935 -2.039
C -4.062423 -1.667135 -7.129092 -0.487 0.661 0.591
C -5.083019 -2.053467 -4.892381 -1.377 1.005 1.399
H -1.903874 -2.337969 -5.977931 -0.088 0.163 0.080
H -3.202657 -1.837738 -7.777007 0.211 -0.590 0.571
H -4.189463 -0.585298 -7.168914 -0.330 0.190 0.004
H -4.938534 -2.133763 -7.579400 0.070 -0.089 0.075
H -5.152599 -1.046603 -4.480677 -0.603 0.365 -0.102
H -6.003519 -2.303991 -5.419664 0.200 0.086 -0.258
H -5.079622 -2.646120 -3.977585 0.690 -0.569 -0.361
C 6.303478 3.064830 1.135274 1.659 -0.391 0.783
O 5.113953 3.100058 1.234811 -2.033 0.237 -0.064
N 7.035234 2.855510 0.053774 0.894 -0.577 -1.837
C 6.481756 2.691041 -1.325124 0.794 0.076 1.137
C 8.494141 2.915181 0.235824 0.144 0.835 -1.385
H 7.027114 3.132104 1.962339 -0.531 0.242 0.710
H 5.448472 2.346175 -1.286552 0.068 0.243 0.114
H 7.089880 1.944294 -1.835663 -0.074 -0.037 -0.005
H 6.586511 3.634430 -1.860969 -0.267 0.009 -0.108
H 8.859282 3.934000 0.106362 -0.210 0.495 0.586
H 8.866295 2.519542 1.180850 -0.306 -0.228 -0.243
H 9.000967 2.503568 -0.636980 -0.201 -0.959 0.258
C 3.060295 8.917754 -2.790023 0.876 0.668 -2.420
O 3.721055 9.868826 -3.196739 -0.318 -0.578 1.235
N 1.936092 8.529832 -3.440458 -0.054 -0.197 1.032
C 1.093294 7.490873 -2.894889 -1.611 0.664 0.328
C 1.269914 9.280026 -4.492384 0.711 0.076 -0.901
H 3.411108 8.151183 -2.081846 -0.060 0.356 0.422
H 0.230454 8.064768 -2.556863 -0.549 -0.368 0.449
H 1.416240 6.909547 -2.031253 0.744 0.281 -0.229
H 0.659033 6.805507 -3.622759 0.567 -0.024 -0.414
H 1.711022 10.204478 -4.865086 1.012 -0.280 0.623
H 1.346215 8.573658 -5.319013 -0.957 0.288 -0.461
H 0.271397 9.650670 -4.260693 -0.339 -0.852 0.305
C -4.929304 1.962958 -5.658439 1.965 -0.245 1.769
O -3.987088 2.094002 -4.850896 -1.075 -0.118 -0.621
N -4.791381 2.240657 -6.957753 -0.811 -1.653 0.399
C -5.978041 2.121835 -7.840100 1.087 1.348 -0.390
C -3.503556 2.722357 -7.476397 -0.885 1.011 -0.270
H -5.886992 1.554131 -5.300828 -0.125 0.356 -0.423
H -6.960740 2.105774 -7.368795 0.466 -0.043 0.726
H -5.955819 1.298744 -8.554331 0.416 -0.021 0.009
H -5.901847 3.084131 -8.346351 -0.625 -0.168 -0.775
H -3.730009 3.765899 -7.695121 0.459 0.203 -0.643
H -2.669424 2.776259 -6.776806 -0.591 -0.606 0.405
H -3.177764 2.194185 -8.372494 -0.258 -0.039 -0.018
C -1.547243 -6.969050 -4.915212 -0.822 -0.033 -0.879
O -1.893838 -7.294155 -6.053061 0.469 0.266 1.205
N -2.383358 -6.395860 -4.000528 0.432 -0.766 -1.271
C -1.938131 -6.056959 -2.692208 0.069 -0.125 0.441
C -3.794200 -6.199948 -4.305685 0.785 -0.787 0.131
H -0.525822 -7.104584 -4.527248 -0.014 0.051 -0.103
H -2.506733 -6.691492 -2.012394 0.041 0.276 0.608
H -2.086821 -4.995465 -2.494211 -0.230 0.065 0.130
H -0.873122 -6.242120 -2.552223 -0.041 -0.202 -0.283
H -4.402097 -6.732738 -3.574444 -0.081 0.644 0.692
H -3.907112 -5.116577 -4.346472 -0.917 -0.136 -0.204
H -4.051593 -6.789569 -5.185564 0.333 0.803 -0.557
C -5.415496 0.524578 3.872634 -1.250 -0.015 2.284
O -5.903542 0.296580 5.025534 2.185 0.715 -3.248
N -4.195192 1.061326 3.536082 -1.172 -0.854 0.015
C -3.191441 1.214208 4.553736 0.815 0.121 0.127
C -3.840129 1.226156 2.118528 -0.828 -0.513 -0.358
H -6.040841 0.336693 2.986159 0.103 -0.014 -0.006
H -3.512745 0.871698 5.537373 -0.418 -0.068 -0.280
H -2.861447 2.248573 4.650125 -0.022 0.048 -0.159
H -2.338289 0.605629 4.253957 0.319 0.090 0.138
H -3.290014 0.423751 1.626971 1.130 -0.388 0.852
H -4.724327 1.037353 1.509715 -0.597 0.891 0.224
H -3.378721 2.177639 1.854194 -0.205 0.025 0.337
C -3.073560 3.561557 -1.667478 -0.496 -1.763 1.694
O -3.460670 2.807619 -0.715224 1.079 2.149 -2.552
N -1.967277 4.324611 -1.663712 -0.171 -0.405 2.471
C -1.534207 5.165706 -2.727545 -0.229 -0.581 -0.934
C -1.173600 4.539782 -0.414985 0.315 -0.702 -1.479
H -3.574785 3.620586 -2.645993 -0.296 -0.304 0.145
H -1.733500 6.218185 -2.525851 0.140 0.085 -0.092
H -2.007872 4.839331 -3.653409 -0.344 0.267 -0.048
H -0.476853 4.970291 -2.906194 0.172 0.421 0.201
H -0.169775 4.293001 -0.760703 0.393 0.461 0.413
H -1.278133 5.591992 -0.150351 0.098 -0.137 0.403
H -1.348216 3.826023 0.390103 -0.732 0.332 -0.161
C 3.652899 -8.106411 -1.325867 2.077 -0.420 -2.714
O 4.516047 -7.914804 -2.222782 -2.109 -0.382 2.426
N 3.225480 -7.228491 -0.433726 -0.873 2.820 0.691
C 2.149158 -7.421015 0.503045 0.315 -1.378 0.467
C 3.662410 -5.846869 -0.389071 1.798 0.695 -0.534
H 3.162144 -9.079395 -1.168820 0.066 -0.137 -0.245
H 1.369985 -6.658840 0.512244 0.208 0.182 -0.435
H 2.619836 -7.410401 1.486126 -0.392 -0.109 0.332
H 1.687106 -8.390625 0.317396 -0.078 -0.048 0.164
H 3.003583 -5.091705 -0.817736 -0.470 -0.483 -0.247
H 3.897724 -5.477994 0.609267 -0.360 -0.535 0.391
H 4.609126 -5.738140 -0.918225 -0.070 -0.255 -0.294
C 1.186643 1.299634 0.351343 0.138 -1.252 -0.148
O 1.189108 2.290706 -0.332644 0.253 1.304 -0.423
N 0.332359 0.286797 0.187124 -0.500 -1.469 -0.861
C 0.229096 -0.741073 1.202678 -0.524 -0.110 -0.166
C -0.824591 0.328927 -0.689226 -0.530 1.750 -0.351
H 1.915725 1.003456 1.121349 0.296 0.694 0.215
H -0.221751 -0.265090 2.073472 0.387 -0.557 0.550
H 1.151594 -1.300565 1.357811 0.161 0.423 0.445
H -0.481848 -1.475493 0.824171 -0.064 -0.070 0.148
H -1.536122 1.018075 -0.234379 -0.730 -0.406 0.303
H -0.706818 0.854734 -1.636725 0.932 -0.173 -0.124
H -1.257383 -0.640662 -0.935610 0.259 0.102 0.480
C 1.012253 -4.225254 -3.466940 0.005 -1.375 -0.389
O 1.309003 -5.408912 -3.516404 -0.222 0.214 -0.213
N 0.666557 -3.591521 -2.350705 -0.745 -0.245 1.554
C 0.739203 -2.168714 -2.308976 1.410 1.648 -0.104
C 0.457510 -4.256552 -1.061464 -0.049 0.346 -0.116
H 0.921738 -3.589156 -4.361020 0.362 0.060 -0.045
H 0.805338 -1.739451 -1.309244 -0.310 -0.548 0.252
H 0.028583 -1.545144 -2.851460 -0.564 -0.696 -0.004
H 1.722083 -1.906169 -2.700279 0.062 0.406 -0.269
H 0.614894 -5.335090 -1.053120 -0.031 0.208 -0.560
H 1.120115 -3.830694 -0.307999 0.141 0.067 0.049
H -0.562707 -4.027010 -0.753932 -0.150 -0.163 0.166
C -5.497359 -2.172101 0.039947 1.437 -1.226 -2.024
O -6.462732 -1.521353 0.341369 0.198 0.902 0.087
N -4.430633 -1.867768 -0.817141 -1.500 -0.164 1.206
C -3.387796 -2.827253 -1.130978 0.342 -0.835 -0.120
C -4.270642 -0.594046 -1.467852 -0.371 0.527 -0.397
H -5.418625 -3.250216 0.248875 -0.006 -0.100 0.656
H -2.380829 -2.411812 -1.092084 -0.007 0.483 0.367
H -3.394267 -3.239402 -2.140036 -0.649 0.382 -0.187
H -3.367586 -3.714527 -0.498186 -0.411 0.203 0.492
H -5.128577 0.076263 -1.520039 -0.482 -0.412 0.857
H -3.490945 -0.038389 -0.946883 0.275 0.175 -0.701
H -4.154517 -0.798453 -2.532196 1.061 0.206 0.026
C 5.932391 -0.419354 0.951403 -0.191 -0.425 -0.055
O 6.795619 -0.444598 1.787044 1.481 0.595 1.096
N 5.204872 -1.493076 0.653451 -0.831 -1.409 -0.475
C 4.114848 -1.301960 -0.309258 0.443 -0.347 0.275
C 5.383343 -2.847928 1.264820 -0.547 1.162 -0.716
H 5.675248 0.476713 0.365626 -0.070 0.016 0.017
H 3.294221 -0.795720 0.199058 -0.132 0.296 -0.409
H 3.721311 -2.241505 -0.697171 0.247 -0.195 0.175
H 4.536601 -0.774489 -1.164820 -0.573 0.324 -0.007
H 5.574596 -3.531999 0.438041 0.135 -0.178 0.117
H 6.188651 -2.893879 1.997942 -0.077 0.355 -0.251
H 4.432813 -3.118219 1.724743 0.043 -0.183 0.196
C -1.152050 4.656837 4.131721 -0.520 -0.958 -0.524
O -1.930452 4.221019 3.282522 0.407 0.475 0.408
N 0.138452 4.257713 4.222376 -0.393 0.233 0.948
C 1.055999 4.757983 5.268070 -0.229 0.639 -0.548
C 0.652801 3.339802 3.229909 0.417 -0.049 -0.567
H -1.512663 5.358617 4.899624 0.403 0.071 0.031
H 0.589418 5.474449 5.944149 -0.560 0.042 -0.322
H 1.833794 5.321450 4.752656 0.436 -0.230 0.265
H 1.469027 4.020342 5.956101 0.059 -0.441 -0.560
H 0.675141 2.294576 3.538281 0.193 -0.009 0.494
H 0.061887 3.316711 2.314271 -0.243 0.490 0.201
H 1.651603 3.676467 2.952170 0.185 -0.239 0.055
C 2.032497 0.249855 8.709343 -0.721 0.830 0.762
O 1.971357 0.462300 9.904610 0.428 -0.806 0.421
N 1.342448 0.993928 7.839321 -1.625 0.698 -2.091
C 1.527249 0.802324 6.396458 0.051 -0.480 0.612
C 0.212908 1.886692 8.200280 1.357 -0.604 1.446
H 2.603768 -0.551695 8.216013 0.284 0.114 0.247
H 1.602618 1.749370 5.862122 0.159 0.087 0.193
H 0.701236 0.237965 5.963667 0.014 -0.088 -0.062
H 2.455668 0.244226 6.275374 -0.148 0.106 -0.465
H 0.468288 2.884550 7.843702 -0.551 -0.005 -0.108
H -0.787531 1.520916 7.969107 0.208 -0.093 -1.030
H 0.153115 1.896670 9.288593 0.441 0.324 0.091
C 4.838672 -1.159924 4.456172 0.730 -0.372 -0.872
O 3.930961 -0.386664 4.398697 -1.437 1.675 -0.220
N 4.868872 -2.190528 5.277500 0.127 -3.196 1.134
C 5.940119 -3.171416 5.152803 0.772 -0.613 0.051
C 3.761111 -2.583454 6.220431 1.203 1.106 -0.811
H 5.723212 -1.156835 3.800593 0.060 0.445 -0.090
H 6.706616 -3.136276 5.926986 -0.375 0.179 0.685
H 6.595192 -3.135086 4.282362 -0.598 0.749 -0.555
H 5.566189 -4.194901 5.125153 -0.299 0.061 0.207
H 2.819369 -2.925304 5.791058 0.202 0.045 -0.663
H 4.192003 -3.389837 6.813890 -0.242 0.419 0.456
H 3.537973 -1.648052 6.733585 -0.064 -0.487 0.575
C 3.415569 -5.699784 3.755199 -0.029 -0.942 0.610
O 2.900752 -5.026105 2.920936 -0.753 2.140 -2.117
N 2.722166 -6.618699 4.431126 1.594 -1.905 1.846
C 1.318726 -6.875183 4.301914 -1.184 0.057 -0.848
C 3.455764 -7.466134 5.461321 -2.289 0.849 -1.096
H 4.490490 -5.627727 3.982273 -0.049 -0.252 0.236
H 0.706501 -6.774172 5.198061 0.505 0.298 0.482
H 1.079897 -7.876930 3.944750 0.502 -0.331 -0.044
H 0.845548 -6.231390 3.560486 0.435 0.260 0.038
H 3.260381 -6.922038 6.385373 0.918 -0.398 0.374
H 2.858008 -8.377121 5.491106 0.356 -0.214 0.187
H 4.474858 -7.709563 5.160842 -0.086 0.424 0.301
C 3.910776 5.926339 2.739308 0.134 -0.036 1.105
O 4.059059 6.422338 3.856616 0.020 -0.581 -0.805
N 2.932049 6.250694 1.895683 -0.680 0.768 -0.346
C 2.897505 5.743221 0.533214 -1.586 -0.645 -0.044
C 1.842111 7.192677 2.237361 0.992 -0.280 -0.245
H 4.473871 5.086916 2.302856 0.606 0.182 0.393
H 2.045130 5.070899 0.435512 -0.222 -0.430 0.141
H 3.728282 5.133454 0.178117 0.382 0.510 0.470
H 2.588635 6.522815 -0.163147 0.746 0.430 -0.043
H 0.915365 6.633761 2.367210 -0.246 0.135 -0.547
H 1.971467 7.755772 3.161642 0.654 -0.341 -0.019
H 1.885920 7.906778 1.415031 -0.893 0.129 0.033
C 0.057495 -2.860639 4.107222 0.663 -1.393 -1.438
O 0.410521 -1.879998 4.713046 -0.333 0.329 0.559
N -1.103514 -3.074651 3.465818 -0.259 -0.856 -0.320
C -1.306262 -4.174585 2.527868 0.437 -0.284 0.270
C -2.158143 -2.147808 3.628187 -0.232 1.150 -0.201
H 0.671688 -3.743595 3.871918 0.834 0.096 0.515
H -2.083419 -4.882432 2.816115 -0.384 0.328 0.309
H -0.420922 -4.806460 2.457103 0.314 0.344 -0.023
H -1.542812 -3.816786 1.525818 0.016 0.201 -0.043
H -2.079553 -1.724379 4.629500 -0.670 -0.357 0.205
H -1.981472 -1.272020 3.003793 -0.281 0.088 -0.434
H -3.090272 -2.628304 3.330918 -0.174 0.312 0.519